A structure of composition C10H24MgN4OP2S, computed with ωB97M-V/def2-TZVPD.

Properties
⟨S²⟩: 0.781
Maximum force (eV/A): 3.131
HOMO (alpha / beta) (eV): -10.56 / -10.54
Kohn-Sham gap (alpha / beta) (eV): 8.068 / 5.925
Charge: +1
Electronic energy (hartree): -1970.44650
Multiplicity: 2
Energy relative to the best compared isomer or geometry (same formula, charge and spin) (kcal per mole): 3.85

Atoms and positions in Å:
1 Mg 0.169 0.051 0.339
2 P 3.049 0.002 0.033
3 P -1.128 -0.161 2.734
4 N 0.465 0.984 -1.653
5 N -1.839 0.604 -0.177
6 H -0.837 1.265 -3.320
7 H -2.596 2.135 -1.427
8 H -0.632 2.651 -2.159
9 C -0.782 1.554 -2.248
10 H -2.616 0.465 -2.152
11 C -2.058 1.173 -1.508
12 H 1.837 1.077 -3.262
13 H -3.862 0.789 0.330
14 C 1.513 0.693 -2.277
15 C -2.849 0.529 0.650
16 C 2.577 -0.283 -1.786
17 C -2.757 0.133 1.989
18 H 3.509 -0.166 -2.415
19 H -3.690 -0.004 2.555
20 H -1.539 -1.341 3.460
21 H -1.270 0.732 3.841
22 H 3.695 -1.244 0.032
23 H 4.411 0.533 -0.126
24 H -2.002 -1.999 -0.812
25 C -1.084 -2.598 -0.690
26 C -1.311 -3.613 0.423
27 C -0.666 -3.075 -2.101
28 O -0.178 -1.814 0.036
29 H -2.187 -4.234 0.255
30 H -0.401 -4.226 0.566
31 H -1.411 -3.037 1.360
32 H -0.532 -2.228 -2.787
33 H 0.264 -3.658 -2.146
34 H -1.431 -3.704 -2.570
35 H 2.221 -1.255 -2.167
36 N 2.854 2.983 1.598
37 C 1.640 2.804 2.153
38 N 1.560 2.870 3.478
39 S 0.274 2.470 1.213
40 H 3.609 3.331 2.187
41 H 2.982 2.920 0.581
42 H 0.672 2.698 3.955
43 H 2.355 3.194 4.015



A structure of composition C42H44AsFeN6OS, computed with ωB97M-V/def2-TZVPD.

Properties
⟨S²⟩: 6.026
Maximum force (eV/A): 0.908
HOMO (alpha / beta) (eV): -1.76 / -1.87
Kohn-Sham gap (alpha / beta) (eV): 3.913 / 4.019
Charge: -1
Electronic energy (hartree): -5928.28676
Multiplicity: 5
Energy relative to the best compared isomer or geometry (same formula, charge and spin) (kcal per mole): 24.32

Atoms and positions in Å:
1 Fe 0.529 -0.482 0.038
2 C -1.860 -2.323 0.904
3 C -2.576 -2.672 -0.411
4 C -1.913 -2.353 -1.736
5 C -2.077 -3.226 -2.806
6 C -1.498 -2.924 -4.027
7 C -0.763 -1.754 -4.145
8 C -0.675 -0.926 -3.040
9 N -1.242 -1.211 -1.868
10 N -1.406 -0.929 1.108
11 C -0.994 -0.805 2.519
12 C -0.286 0.490 2.796
13 C -0.689 1.374 3.782
14 C 0.018 2.554 3.953
15 C 1.124 2.782 3.147
16 C 1.464 1.834 2.196
17 N 0.773 0.716 2.015
18 C -2.426 0.068 0.744
19 C -1.869 1.448 0.481
20 C -2.506 2.594 0.929
21 C -2.002 3.836 0.576
22 C -0.863 3.883 -0.215
23 C -0.289 2.689 -0.614
24 N -0.781 1.495 -0.295
25 H -0.970 -2.949 0.981
26 H -2.549 -2.593 1.720
27 H -3.577 -2.228 -0.415
28 H -2.726 -3.753 -0.387
29 H -2.651 -4.136 -2.678
30 H -1.609 -3.595 -4.870
31 H -0.273 -1.490 -5.072
32 H -0.118 0.003 -3.070
33 H -1.853 -0.932 3.195
34 H -0.287 -1.617 2.705
35 H -1.558 1.147 4.388
36 H -0.286 3.277 4.699
37 H 1.715 3.682 3.250
38 H 2.330 1.947 1.549
39 H -3.228 0.111 1.494
40 H -2.853 -0.244 -0.204
41 H -3.382 2.510 1.561
42 H -2.484 4.743 0.916
43 H -0.427 4.826 -0.513
44 H 0.611 2.663 -1.222
45 C 1.260 -2.671 6.550
46 C 1.220 -3.094 5.106
47 C 0.465 -4.197 4.697
48 C 0.518 -4.486 3.345
49 N 1.214 -3.786 2.465
50 C 1.918 -2.707 2.927
51 S 2.757 -1.707 1.830
52 N 1.924 -2.371 4.256
53 H 1.713 -3.452 7.164
54 H 0.252 -2.488 6.929
55 H 1.851 -1.762 6.635
56 H -0.113 -4.789 5.394
57 H -0.038 -5.330 2.939
58 C 2.088 0.243 -0.837
59 C 3.235 0.544 -1.196
60 C 4.524 0.863 -1.637
61 C 4.892 2.229 -1.870
62 C 3.927 3.269 -1.765
63 C 4.269 4.597 -1.923
64 C 5.579 4.979 -2.201
65 C 6.545 3.981 -2.304
66 C 6.222 2.647 -2.143
67 C 5.488 -0.243 -1.759
68 C 6.235 -0.459 -2.926
69 C 7.134 -1.511 -3.025
70 C 7.325 -2.380 -1.956
71 C 6.595 -2.180 -0.788
72 C 5.685 -1.138 -0.695
73 H 2.906 2.984 -1.539
74 H 3.500 5.359 -1.829
75 H 5.843 6.024 -2.314
76 H 7.575 4.256 -2.509
77 H 7.008 1.905 -2.196
78 H 6.089 0.202 -3.773
79 H 7.690 -1.661 -3.944
80 H 8.031 -3.199 -2.029
81 H 6.750 -2.830 0.066
82 H 5.113 -0.984 0.214
83 C 2.699 -2.577 -2.778
84 As 1.824 -3.542 -1.360
85 C 0.998 -5.044 -2.286
86 C 3.110 -4.424 -0.230
87 O 0.634 -2.686 -0.617
88 H 3.705 -2.952 -2.957
89 H 2.734 -1.530 -2.473
90 H 2.083 -2.678 -3.672
91 H 1.768 -5.690 -2.710
92 H 0.366 -4.653 -3.081
93 H 0.388 -5.610 -1.582
94 H 3.913 -4.815 -0.857
95 H 2.604 -5.228 0.300
96 H 3.486 -3.691 0.483